# 1
Here is C31H20BrMgN9OS3 as an isolated structure in a non-equilibrium geometry from the Open Molecules 2025 dataset. Energies are from ωB97M-V with the def2-TZVPD basis set.

## Properties
**HOMO-LUMO gap**: 5.69 eV
**Charge**: -2

Positions of all 66 atoms, in Å:
Mg -0.504 0.102 -1.245
C 0.418 4.344 0.199
C 0.488 2.946 -0.349
N -0.343 2.033 -0.001
N -1.344 2.455 0.739
C -2.113 1.464 1.211
N -3.206 2.010 1.740
S -1.822 -0.242 1.238
C 1.615 2.452 -1.170
C 2.702 3.234 -1.617
C 3.814 2.581 -2.186
C 3.789 1.219 -2.351
C 2.592 0.505 -2.036
N 1.619 1.081 -1.422
H 0.540 4.299 1.251
H 1.207 5.044 -0.183
H -0.449 4.917 0.052
H -3.418 2.862 1.322
H -3.994 1.367 1.901
H 2.695 4.313 -1.468
H 4.667 3.172 -2.581
H 4.617 0.669 -2.984
H 2.560 -0.536 -2.103
S -0.444 1.045 -3.549
C -2.013 0.971 -4.250
C -2.289 1.458 -5.483
C -3.615 1.670 -5.869
C -3.876 2.397 -7.103
N -4.067 3.028 -8.069
C -4.653 1.113 -5.173
C -4.370 0.400 -4.017
C -3.106 0.339 -3.509
S -2.882 -0.286 -1.876
C -5.989 1.365 -5.639
N -7.119 1.577 -5.728
H -1.439 1.771 -6.034
H -5.223 -0.015 -3.459
Br 1.255 1.706 5.690
C 0.940 -0.130 5.246
C 1.432 -1.111 6.114
C 1.237 -2.432 5.806
C 0.556 -2.801 4.612
C 0.054 -1.831 3.787
C 0.298 -0.476 4.063
N 0.330 -4.225 4.517
N 0.297 -4.779 3.396
C 0.379 -4.108 2.118
C -0.686 -3.906 1.284
C -0.641 -3.136 0.167
C 0.521 -2.441 -0.241
O 0.649 -1.664 -1.219
C 1.671 -2.697 0.635
N 2.783 -2.086 0.287
C 3.833 -2.064 1.046
C 3.808 -2.752 2.249
C 2.685 -3.417 2.599
C 1.576 -3.447 1.799
H 2.065 -0.920 6.958
H 1.502 -3.226 6.421
H -0.500 -1.959 2.913
H -0.158 0.395 3.382
H -1.603 -4.435 1.474
H -1.535 -2.973 -0.365
H 4.745 -1.511 0.692
H 4.751 -2.738 2.840
H 2.711 -3.959 3.534

=====

# 2
Here is C31H20F5N3O5PbS4 as an isolated structure in a non-equilibrium geometry from the Open Molecules 2025 dataset. Energies are from ωB97M-V with the def2-TZVPD basis set.

## Properties
**HOMO-LUMO gap**: 6.33 eV
**Charge**: -2

Positions of all 69 atoms, in Å:
Pb 0.958 0.479 0.559
O 2.869 -0.178 4.665
C 2.484 0.169 3.548
O 1.391 -0.111 3.001
C 3.451 1.070 2.745
C 4.767 1.256 3.158
C 5.587 2.102 2.431
C 5.059 2.770 1.338
C 3.735 2.526 0.993
N 2.975 1.681 1.672
C 3.088 3.222 -0.205
O 3.732 4.108 -0.769
O 1.935 2.815 -0.515
H 5.116 0.718 4.025
H 6.627 2.240 2.706
H 5.638 3.454 0.733
C 1.653 2.472 -4.748
C 1.235 1.309 -3.921
C 0.770 0.047 -4.244
C 0.596 -0.611 -3.015
N 0.945 0.205 -2.032
N 1.319 1.350 -2.586
C 0.097 -1.988 -2.760
H 1.614 2.224 -5.806
H 2.672 2.754 -4.479
H 1.008 3.328 -4.551
H 0.588 -0.348 -5.224
H 1.588 2.120 -1.951
H -0.273 -2.440 -3.679
H -0.706 -1.941 -2.028
H 0.893 -2.609 -2.349
O -1.323 0.817 0.008
C -2.598 0.798 0.488
C -3.442 1.018 -0.745
C -4.757 1.160 -1.049
C -4.950 1.351 -2.438
C -3.778 1.344 -3.127
S -2.401 1.109 -2.101
C -2.972 -0.530 1.112
C -3.610 -1.570 0.508
C -3.740 -2.703 1.340
C -3.176 -2.512 2.559
S -2.485 -0.942 2.716
C -2.878 1.943 1.437
C -2.089 3.023 1.679
C -2.683 3.960 2.556
C -3.922 3.591 2.962
S -4.388 2.074 2.281
H -5.551 1.129 -0.322
H -5.926 1.484 -2.884
H -3.646 1.474 -4.185
H -3.972 -1.527 -0.505
H -4.223 -3.617 1.036
H -3.120 -3.200 3.381
H -1.114 3.133 1.241
H -2.199 4.872 2.861
H -4.590 4.099 3.633
F 0.322 -7.225 1.148
C 0.817 -5.975 0.969
C -0.033 -4.883 0.833
F -1.366 -5.090 0.890
C 0.469 -3.612 0.621
F -0.426 -2.623 0.494
C 1.853 -3.344 0.515
S 2.564 -1.834 0.153
C 2.679 -4.483 0.678
F 4.019 -4.344 0.612
C 2.189 -5.753 0.897
F 3.037 -6.801 1.034

=====

Number 1: E_tot -155926.2603 eV, E_HOMO -1.947 eV. Number 2: E_tot -109358.7356 eV, E_HOMO -2.336 eV.